# 1
The molecule C5H6 at a distorted geometry. Source: the Open Molecules 2025 dataset; level of theory: ωB97M-V/def2-TZVPD.

Calculated values
E_tot   -194.01653 hartree
Kohn-Sham gap   10.2 eV
SMILES string   C#CC(=C)C
E_HOMO   -9.20 eV

Geometry (Å):
C: -0.12 -0.64 -1.17
C: 1.68 -0.42 1.77
C: -0.24 0.17 0.05
C: -1.07 1.20 0.10
H: -1.79 1.38 -0.68
H: 2.52 -0.72 2.41
H: -0.76 -0.15 -1.95
H: -1.19 1.85 0.94
H: 0.87 -0.75 -1.51
C: 0.66 -0.23 1.11
H: -0.56 -1.69 -1.06

These are the natural (NBO) partial charges, in e, on atoms 1 to 8: atom 1 (C): -0.614, atom 2 (C): -0.223, atom 3 (C): -0.089, atom 4 (C): -0.345, atom 5 (H): 0.195, atom 6 (H): 0.247, atom 7 (H): 0.212, atom 8 (H): 0.203

---

# 2
The molecule C5H6 at a distorted geometry. Source: the Open Molecules 2025 dataset; level of theory: ωB97M-V/def2-TZVPD.

Calculated values
E_tot   -193.94624 hartree
Kohn-Sham gap   9.4 eV
SMILES string   C=C=C1CC1
E_HOMO   -8.34 eV

Geometry (Å):
C: 0.07 0.08 0.13
C: 0.84 1.23 -0.31
H: 0.96 2.01 0.45
C: -1.10 -0.36 0.34
H: 0.72 1.58 -1.33
H: 2.12 -0.27 0.85
C: 1.50 -0.12 -0.03
C: -2.26 -0.94 0.22
H: -2.99 -0.85 1.03
H: 1.80 -0.69 -0.91
H: -1.67 -1.67 -0.44

These are the natural (NBO) partial charges, in e, on atoms 1 to 8: atom 1 (C): -0.191, atom 2 (C): -0.393, atom 3 (H): 0.220, atom 4 (C): 0.143, atom 5 (H): 0.216, atom 6 (H): 0.220, atom 7 (C): -0.396, atom 8 (C): -0.577

---

# 3
A structure of composition C5H6AgFO3 at a distorted geometry. Source: the Open Molecules 2025 dataset; level of theory: ωB97M-V/def2-TZVPD.

Calculated values
Spin multiplicity   2
E_tot   -666.27146 hartree
Total charge   +1
Kohn-Sham gap (spin up / spin down)   5.4 / 6.5 eV
E_HOMO (spin up / spin down)   -11.68 / -12.79 eV

Geometry (Å):
H: 0.12 -3.30 2.92
H: -0.94 -1.33 0.86
O: -1.38 -4.43 2.04
H: -1.27 1.54 2.72
F: 0.74 -2.57 0.64
H: -1.64 2.78 1.37
O: -1.27 -3.39 0.12
C: -1.65 -4.49 0.76
O: -2.14 -5.45 0.21
H: -1.53 -2.59 2.96
Ag: -2.77 -6.80 -1.96
C: -1.49 1.73 1.66
C: -0.81 -3.15 2.36
H: -1.87 0.71 -0.25
C: -0.57 -2.53 0.99
C: -1.46 0.77 0.76

These are the natural (NBO) partial charges, in e, on atoms 1 to 8: atom 1 (H): 0.240, atom 2 (H): 0.212, atom 3 (O): -0.444, atom 4 (H): 0.223, atom 5 (F): -0.329, atom 6 (H): 0.236, atom 7 (O): -0.480, atom 8 (C): 1.013